19
Properties=species:S:1:pos:R:3 method="wB97M-V/def2-TZVPD" lumo_energy_ev=-2.975 homo_energy_ev=-14.306 e_above_lowest_ev=2.0068 charge=+1
C -1.1786 -1.6200 -0.1333
N -1.3900 -0.1027 0.0364
C -0.7069 0.2420 1.3023
C 0.6770 0.8482 0.9123
N 0.8658 0.9390 -0.6441
C 1.6482 -0.1211 -1.2853
H -1.0211 -1.9182 -1.1607
H -0.1791 -1.8147 0.2859
H -2.0488 -2.2113 0.1283
H -2.4100 -0.1271 0.1664
H -1.2984 1.0954 1.6803
H -0.7961 -0.5700 2.0524
H 0.7521 1.8312 1.3817
H 1.4905 0.1754 1.2124
H 1.1726 1.8989 -0.7922
H -0.1396 0.8507 -0.9244
H 2.6628 -0.0338 -0.9204
H 1.2397 -1.0859 -0.9634
H 1.4699 -0.1090 -2.3598

***

99
Properties=species:S:1:pos:R:3 method="wB97M-V/def2-TZVPD" lumo_energy_ev=2.019 homo_energy_ev=-5.326 e_above_lowest_ev=0.9863 charge=-1
C -0.5347 1.3571 -1.1062
C -1.7936 0.7577 -1.7345
C -1.7789 -0.7533 -1.8714
C -1.9482 -1.5352 -0.5779
O -1.1819 -1.0435 0.5278
S -2.0636 -0.5014 1.7551
O -2.6196 0.7547 1.3393
O -3.0583 -1.4630 2.1017
N -1.0131 -0.1562 2.8763
S -0.3307 -1.4312 3.6180
O 0.6574 -2.0812 2.7988
O -1.2333 -2.3273 4.2884
C 0.5420 -0.5531 4.9250
N 1.7285 0.1421 4.4545
H -0.7632 1.8870 -0.1926
H 0.1796 0.5887 -0.8530
H -0.0337 2.0455 -1.7814
H -2.6917 1.1074 -1.2519
H -1.8442 1.1484 -2.7499
H -0.9050 -1.0469 -2.4425
H -2.6352 -1.0168 -2.4852
H -1.5861 -2.5429 -0.7609
H -3.0009 -1.6307 -0.3594
H 0.7770 -1.3130 5.6591
H -0.1479 0.1351 5.3926
H 2.5010 -0.1578 5.0293
H 1.5744 1.1229 4.6550
O -5.1019 -0.8976 -1.3041
C -5.4970 -1.9789 -1.6085
O -5.1101 -2.5956 -2.7542
C -5.8057 -3.8460 -2.9107
C -6.2503 -4.2318 -1.5066
C -6.4747 -2.8631 -0.8561
H -6.6517 -3.6873 -3.5866
H -5.1192 -4.5646 -3.3494
H -7.1216 -4.8839 -1.4965
H -5.4376 -4.7485 -0.9950
H -7.4843 -2.4844 -1.0245
H -6.2488 -2.8569 0.2063
O -0.2494 -0.0485 -4.8616
C 0.2852 1.0007 -5.0450
O 1.2206 1.5030 -4.2037
C 1.6008 2.8252 -4.6107
C 1.2476 2.9058 -6.0921
C 0.0289 1.9867 -6.1718
H 1.0409 3.5447 -4.0093
H 2.6625 2.9606 -4.4201
H 1.0650 3.9225 -6.4347
H 2.0608 2.4909 -6.6894
H -0.9000 2.5175 -5.9595
H -0.0502 1.4683 -7.1225
O 3.7469 0.6002 6.4491
C 4.0271 1.6702 5.9917
O 3.1363 2.6802 5.9429
C 3.6899 3.7959 5.2297
C 5.2040 3.6107 5.3085
C 5.3262 2.0890 5.3436
H 3.3192 3.7587 4.2034
H 3.3443 4.7170 5.6913
H 5.7357 4.0824 4.4843
H 5.5863 4.0318 6.2402
H 5.3564 1.6624 4.3466
H 6.1793 1.7425 5.9178
O 0.5661 3.2428 5.0352
C -0.1821 3.7885 4.2786
O -0.3913 5.1355 4.3260
C -1.4067 5.5046 3.3766
C -1.4210 4.3827 2.3474
C -1.0365 3.1704 3.1929
H -2.3583 5.5930 3.9066
H -1.1521 6.4728 2.9494
H -2.3754 4.2783 1.8363
H -0.6537 4.5635 1.5924
H -1.9053 2.6960 3.6495
H -0.4768 2.4282 2.6319
O 7.0881 1.4446 2.8786
C 6.5892 0.5397 2.2712
O 6.4894 -0.7009 2.7867
C 5.9254 -1.6045 1.8154
C 5.1689 -0.7146 0.8393
C 6.0051 0.5669 0.8715
H 6.7444 -2.1473 1.3372
H 5.2819 -2.3149 2.3262
H 5.0629 -1.1556 -0.1492
H 4.1698 -0.5120 1.2254
H 6.8268 0.5483 0.1534
H 5.4058 1.4606 0.7249
O -3.7409 -6.0381 -3.5888
C -3.1343 -5.6040 -4.5235
O -3.6853 -5.4761 -5.7531
C -2.6951 -5.0154 -6.6919
C -1.6263 -4.3353 -5.8450
C -1.6908 -5.1450 -4.5505
H -2.3087 -5.8809 -7.2351
H -3.1694 -4.3403 -7.3995
H -0.6466 -4.3248 -6.3175
H -1.9134 -3.3030 -5.6448
H -1.0488 -6.0268 -4.5792
H -1.4627 -4.5498 -3.6712

***

122
Properties=species:S:1:pos:R:3 method="wB97M-V/def2-TZVPD" lumo_energy_ev="-8.338 / -7.244" homo_energy_ev="-12.564 / -12.751" e_above_lowest_ev=0.0000 charge=+2
Pb -0.0476 -0.0447 0.0189
O -4.2211 1.8960 -1.0446
C -3.1645 1.2155 -0.6509
O -2.0187 1.5372 -0.9071
C -3.4890 -0.0126 0.1097
C -4.7848 -0.3710 0.4466
C -4.9785 -1.5622 1.1381
C -3.8776 -2.3236 1.4830
C -2.6114 -1.8696 1.1181
N -2.4331 -0.7580 0.4389
C -1.3474 -2.6448 1.5177
O -1.4835 -3.6592 2.1660
O -0.2691 -2.1066 1.0949
H -3.9859 2.6894 -1.5493
H -5.6064 0.2736 0.1719
H -5.9757 -1.8760 1.4137
H -3.9508 -3.2451 2.0417
F 4.2439 -0.1208 -3.3963
Ge 3.3285 -0.4262 -1.8859
C 2.4427 -2.0784 -2.6835
C 3.4619 -2.9032 -3.1438
C 3.1761 -4.0885 -3.7985
C 1.8555 -4.4556 -4.0055
C 0.8358 -3.6428 -3.5503
C 1.1150 -2.4520 -2.8724
P -0.2677 -1.3983 -2.3515
C -0.5616 -0.3622 -3.8242
C 0.3603 -0.3339 -4.8691
C 0.1473 0.4975 -5.9569
C -0.9659 1.3208 -6.0064
C -1.8745 1.3145 -4.9587
C -1.6697 0.4844 -3.8712
C -1.6269 -2.5842 -2.1206
C -2.9153 -2.3769 -2.6011
C -3.9241 -3.2717 -2.2748
C -3.6581 -4.3620 -1.4608
C -2.3718 -4.5744 -0.9822
C -1.3599 -3.6896 -1.3077
C 3.6254 1.4781 -1.2446
C 5.0004 1.6825 -1.1673
C 5.5193 2.9220 -0.8423
C 4.6607 3.9835 -0.5957
C 3.2976 3.7915 -0.6804
C 2.7642 2.5365 -0.9903
P 0.9591 2.4152 -1.2425
C 0.8834 3.4229 -2.7668
C 0.4149 4.7329 -2.8141
C 0.5011 5.4470 -3.9988
C 1.0625 4.8719 -5.1276
C 1.5492 3.5740 -5.0729
C 1.4526 2.8474 -3.9008
C 0.3211 3.4435 0.1228
C 1.0017 3.4548 1.3415
C 0.4915 4.1532 2.4234
C -0.7221 4.8184 2.3182
C -1.4273 4.7745 1.1227
C -0.9129 4.0879 0.0348
C 4.6609 -1.3232 -0.7061
C 5.9627 -1.6235 -1.0961
C 6.8471 -2.1928 -0.1959
C 6.4465 -2.4410 1.1094
C 5.1531 -2.1624 1.5100
C 4.2602 -1.6085 0.5888
P 2.5440 -1.3473 1.1873
C 2.7196 -0.0852 2.4785
C 3.7665 0.8336 2.3835
C 3.8713 1.8654 3.3021
C 2.9259 1.9991 4.3092
C 1.8674 1.1034 4.3923
C 1.7511 0.0737 3.4721
C 2.2546 -2.9960 1.8620
C 2.2840 -4.0122 0.9015
C 1.9735 -5.3091 1.2590
C 1.6180 -5.5951 2.5717
C 1.6079 -4.5890 3.5261
C 1.9259 -3.2878 3.1798
H 4.4933 -2.6142 -3.0089
H 3.9871 -4.7095 -4.1524
H 1.6237 -5.3713 -4.5306
H -0.1918 -3.9267 -3.7308
H 1.2424 -0.9595 -4.8448
H 0.8593 0.4972 -6.7700
H -1.1257 1.9694 -6.8557
H -2.7469 1.9523 -4.9927
H -2.3723 0.4891 -3.0531
H -3.1309 -1.5391 -3.2493
H -4.9195 -3.1203 -2.6693
H -4.4492 -5.0538 -1.2067
H -2.1562 -5.4234 -0.3489
H -0.3589 -3.8594 -0.9316
H 5.6811 0.8730 -1.3883
H 6.5909 3.0583 -0.8000
H 5.0609 4.9603 -0.3636
H 2.6291 4.6288 -0.5273
H 0.0166 5.2125 -1.9334
H 0.1428 6.4663 -4.0294
H 1.1286 5.4398 -6.0445
H 2.0148 3.1320 -5.9420
H 1.8448 1.8379 -3.8539
H 1.9404 2.9214 1.4385
H 1.0426 4.1664 3.3539
H -1.1183 5.3655 3.1619
H -2.3785 5.2819 1.0381
H -1.4626 4.0516 -0.8938
H 6.2766 -1.4086 -2.1104
H 7.8476 -2.4469 -0.5163
H 7.1423 -2.8674 1.8182
H 4.8364 -2.3684 2.5246
H 4.5092 0.7411 1.6030
H 4.6957 2.5611 3.2302
H 3.0085 2.8110 5.0182
H 1.1328 1.2083 5.1807
H 0.9158 -0.6159 3.5233
H 2.5415 -3.7682 -0.1252
H 2.0036 -6.0935 0.5145
H 1.3589 -6.6059 2.8528
H 1.3453 -4.8197 4.5479
H 1.9289 -2.5133 3.9330
O -1.0142 1.2938 2.1837
H -0.5237 1.2307 3.0128
H -1.5442 2.1006 2.2204
I -2.6738 -0.4616 4.5181

***

60
Properties=species:S:1:pos:R:3 method="wB97M-V/def2-TZVPD" lumo_energy_ev=1.814 homo_energy_ev=-4.497 e_above_lowest_ev=3.3340 charge=-1
Ir -0.3147 0.7095 -0.0155
Cl 5.6128 5.3087 -0.3259
C 4.0244 4.6272 -0.2270
C 3.8659 3.2553 -0.1259
C 2.5921 2.7434 -0.0299
Cl 2.3436 1.0447 0.0463
C 1.4100 3.5296 -0.0051
O 0.2514 3.0316 0.1514
C 1.6570 4.9216 -0.1588
Cl 0.2915 5.9811 -0.2227
C 2.9206 5.4628 -0.2612
H 4.7159 2.5930 -0.1221
H 3.0420 6.5289 -0.3700
S -1.9306 2.1766 -1.3677
C -3.4685 1.4581 -1.1422
C -4.5685 2.2205 -1.5655
N -5.4537 2.8999 -1.8473
C -3.6958 0.2505 -0.4942
S -2.4790 -0.6716 0.2870
C -4.9991 -0.2602 -0.4092
N -6.0593 -0.7001 -0.3299
S 0.6720 -1.6486 1.0444
P 0.5621 -2.2185 -0.8622
S 0.1806 -0.7715 -2.2027
C -0.6011 -3.6248 -1.0269
C -1.2699 -3.8517 -2.2214
C -2.0659 -4.9750 -2.3555
C -2.2028 -5.8616 -1.3004
C -1.5561 -5.6188 -0.0994
C -0.7554 -4.4995 0.0412
C 2.1489 -2.9553 -1.4159
C 2.2071 -4.0635 -2.2498
C 3.4322 -4.5101 -2.7113
C 4.5966 -3.8480 -2.3609
C 4.5383 -2.7311 -1.5433
C 3.3176 -2.2856 -1.0731
H -1.1674 -3.1456 -3.0343
H -2.5809 -5.1562 -3.2875
H -2.8232 -6.7398 -1.4114
H -1.6780 -6.3034 0.7290
H -0.2571 -4.2876 0.9781
H 1.2984 -4.5685 -2.5466
H 3.4708 -5.3806 -3.3510
H 5.5483 -4.2116 -2.7212
H 5.4464 -2.2078 -1.2772
H 3.2679 -1.4088 -0.4423
C -3.2719 2.2015 2.6330
As -1.3502 2.4665 2.9035
C -1.0298 4.3321 2.4290
C -0.9677 2.2926 4.8227
O -0.4405 1.2947 2.2467
H -3.8358 2.5275 3.5062
H -3.4499 1.1424 2.4471
H -3.5994 2.7780 1.7669
H -1.6030 4.9828 3.0874
H -1.3468 4.4758 1.3970
H 0.0315 4.5671 2.4962
H -1.5215 2.9949 5.4420
H 0.1079 2.4383 4.9513
H -1.2113 1.2669 5.1054